Molecular formula: C5H4N2
Method: DFT, ωB97M-V/def2-TZVPD

energy above the lowest of the compared OMol25 structures with the same formula, charge and spin: 180.3 kJ/mol
maximum force: 0.5 eV Å⁻¹
structure (SMILES): C#Cc1cn[nH]c1
lowest unoccupied orbital energy: 0.9 eV
energy: -302.3596 a.u.

Element x y z (Å)
C: 0.221 -0.289 2.820
C: 0.279 -0.223 1.617
C: 0.108 -0.114 0.205
C: -1.121 -0.376 -0.450
N: -1.077 -0.073 -1.733
N: 0.175 0.372 -1.920
C: 0.929 0.369 -0.798
H: 0.118 -0.321 3.882
H: -2.019 -0.766 0.006
H: 0.427 0.722 -2.831
H: 1.960 0.699 -0.799

The molecule's Mulliken atomic charges, reported in e, are given here: 0.04, -0.48, 0.34, -0.31, -0.78, 0.27, -0.58, 0.41, 0.47, 0.20, 0.43